This record from OMol25 describes a structure of composition C12H20FeO10 at a distorted geometry. The level of theory is ωB97M-V with the def2-TZVPD basis set.

Values from the calculation:
Electronic energy = -2485.07579 Eh
F_max = 11.9 eV/Å
E_HOMO (spin up / spin down) = 1.432 / 1.336 eV
LUMO level (spin up / spin down) = 4.29 / 4.30 eV
Charge = -2
HOMO-LUMO gap (spin up / spin down) = 2.863 / 2.961 eV
2S+1 = 5

Cartesian coordinates (Å):
Fe: 9.63797 4.60272 -4.10145
O: 7.60854 5.03779 -4.39994
O: 11.92616 1.91286 -4.51947
O: 8.90703 3.24582 -2.63587
O: 10.42907 4.43038 -2.00665
O: 10.48279 8.67744 -3.10146
O: 11.50918 3.93780 -4.73894
O: 10.52549 2.32693 -1.63459
O: 9.98250 6.82388 -4.23739
O: 9.99521 2.57314 -5.10707
O: 9.66940 5.66650 -6.70408
C: 8.62242 5.93958 -8.92801
C: 9.72960 5.59547 -7.91119
C: 11.83742 8.18691 -4.90695
C: 11.23383 2.76066 -5.27261
C: 6.44480 5.09317 -4.76679
C: 9.77729 3.36685 -1.67695
C: 6.07987 5.41989 -6.19324
C: 9.42967 8.75522 -2.15876
C: 9.80892 9.70414 -1.02539
C: 5.37403 4.62533 -3.87625
C: 11.13009 5.54452 -8.45923
C: 10.59547 7.84753 -4.10825
H: 9.18020 7.76956 -1.76014
H: 6.01956 6.49971 -6.34582
H: 4.89344 3.89319 -4.53000
H: 11.54011 6.32274 -9.10708
H: 8.59573 5.16628 -9.69622
H: 8.84822 6.88813 -9.41780
H: 7.65669 6.08921 -8.44863
H: 12.62244 7.43464 -4.95491
H: 5.75989 4.06895 -3.02348
H: 9.92612 10.72182 -1.39504
H: 10.68674 9.38001 -0.46733
H: 8.99884 9.57995 -0.30440
H: 11.79254 5.32556 -7.62099
H: 6.85487 4.99703 -6.83095
H: 4.80461 5.51532 -3.59968
H: 8.57141 9.04465 -2.76968
H: 5.11144 5.00815 -6.48076
H: 12.25416 9.08785 -4.45633
H: 11.32678 4.71774 -9.15192
H: 11.54519 8.41780 -5.93289